Formula: C19H19FN4O4
Source: OMol25
Level of theory: the ωB97M-V functional and the def2-TZVPD basis

The geometry in XYZ format:
```
47
Properties=species:S:1:pos:R:3:mulliken_charge:R:1
O -1.87 3.94 0.97 -0.693
C -1.29 3.12 0.28 0.974
C -1.96 2.53 -0.96 -1.186
N -2.03 1.09 -0.94 0.610
N -2.68 0.56 0.11 -1.078
C -2.82 -0.70 0.21 0.029
N -2.34 -1.58 -0.72 0.086
C -1.67 -1.08 -1.84 0.750
C -1.29 -2.12 -2.65 -1.275
C -1.74 -3.32 -2.02 1.018
C -1.65 -4.67 -2.37 -0.738
C -2.22 -5.57 -1.50 0.263
F -2.15 -6.89 -1.80 -0.333
C -2.86 -5.21 -0.32 -0.626
C -2.96 -3.88 0.04 -0.795
C -2.39 -2.94 -0.82 0.277
C -1.48 0.35 -1.98 0.435
O -0.88 0.89 -2.90 -0.704
N -0.03 2.71 0.56 0.198
C 0.75 1.79 -0.23 -0.451
C 2.24 1.99 0.04 -1.583
C 2.57 1.65 1.51 1.730
C 1.43 2.11 2.43 -1.173
C 0.59 3.20 1.78 -0.939
O 3.78 2.24 1.91 -0.557
C 4.82 1.35 1.57 -0.484
C 4.13 -0.03 1.51 -0.442
O 2.75 0.25 1.67 -0.504
H -1.43 2.82 -1.87 0.419
H -2.97 2.94 -0.98 0.339
H -3.34 -1.09 1.07 0.351
H -0.76 -2.04 -3.57 0.538
H -1.16 -4.99 -3.27 0.466
H -3.28 -5.98 0.30 0.441
H -3.46 -3.59 0.95 0.326
H 0.50 0.75 0.03 0.024
H 0.55 1.94 -1.29 0.709
H 2.52 3.03 -0.15 0.368
H 2.81 1.35 -0.62 0.424
H 0.81 1.24 2.65 0.339
H 1.86 2.47 3.36 0.444
H -0.21 3.52 2.45 0.523
H 1.22 4.07 1.56 0.269
H 5.25 1.61 0.59 0.263
H 5.59 1.41 2.34 0.343
H 4.43 -0.69 2.33 0.325
H 4.31 -0.54 0.55 0.280
```

Properties
Energy relative to the best compared isomer or geometry (same formula, charge and spin) ... 0.0 kJ/mol
Calculated total energy ... -36879.262 eV
SMILES ... O=C(Cn1ncn2c(cc3cc(F)ccc32)c1=O)N1CCC2(CC1)OCCO2

---

Formula: C5H8NO
Source: OMol25
Level of theory: the ωB97M-V functional and the def2-TZVPD basis

The geometry in XYZ format:
```
15
Properties=species:S:1:pos:R:3:mulliken_charge:R:1
C -0.51 0.77 -0.06 -0.216
C -0.17 -0.47 -0.65 0.211
C 0.03 1.26 1.11 0.486
C -0.64 -0.71 -2.01 -1.153
C 0.80 0.70 2.23 -1.144
N -0.24 3.14 1.48 0.190
O -0.68 3.74 0.59 -0.147
H -0.99 1.63 -0.68 0.261
H 0.41 -1.09 0.06 0.340
H -1.46 -0.12 -2.38 0.381
H 0.12 -0.52 -2.70 0.357
H -0.87 -1.86 -2.23 0.338
H 1.84 1.16 2.39 0.337
H 0.10 0.95 3.22 0.311
H 1.04 -0.27 2.15 0.449
```

Properties
Energy relative to the best compared isomer or geometry (same formula, charge and spin) ... 529.6 kJ/mol
Calculated total energy ... -8839.272 eV
Total charge ... +1

---

Formula: C8H16O4Si
Source: OMol25
Level of theory: the ωB97M-V functional and the def2-TZVPD basis

The geometry in XYZ format:
```
29
Properties=species:S:1:pos:R:3:mulliken_charge:R:1
C -1.74 3.06 -0.98 -1.030
C -1.48 3.48 0.45 -0.179
O -0.14 3.19 0.68 -0.351
C -0.02 1.88 1.14 0.625
O -0.99 1.15 1.40 -0.578
C 1.34 1.34 1.40 -0.646
C 1.68 0.23 0.34 0.710
O 1.79 0.63 -0.79 -0.584
O 1.58 -1.04 0.80 -0.351
Si 0.68 -2.14 -0.11 0.401
C 1.45 -3.93 -0.04 -1.145
C -1.08 -2.08 0.58 -0.993
C 0.65 -1.60 -1.85 -1.118
H -1.62 3.89 -1.66 0.310
H -1.17 2.25 -1.38 0.273
H -2.77 2.80 -1.13 0.332
H -1.59 4.50 0.85 0.373
H -2.13 2.87 1.09 0.223
H 2.05 2.16 1.51 0.359
H 1.36 0.80 2.34 0.296
H 1.64 -4.26 0.94 0.348
H 0.69 -4.52 -0.56 0.281
H 2.37 -3.99 -0.54 0.353
H -1.03 -2.39 1.60 0.295
H -1.76 -2.73 0.00 0.367
H -1.58 -1.11 0.51 0.283
H 1.07 -2.28 -2.59 0.376
H 1.15 -0.66 -1.77 0.442
H -0.38 -1.49 -2.23 0.326
```

Properties
Energy relative to the best compared isomer or geometry (same formula, charge and spin) ... 162.0 kJ/mol
Calculated total energy ... -24624.174 eV
SMILES ... CCOC(=O)CC(=O)O[Si](C)(C)C

---

Formula: C34H96N12O10
Source: OMol25
Level of theory: the ωB97M-V functional and the def2-TZVPD basis

The geometry in XYZ format:
```
152
Properties=species:S:1:pos:R:3:mulliken_charge:R:1
C -1.15 1.60 6.05 -0.963
O -1.26 0.26 6.56 -0.063
C -1.70 0.36 7.93 -0.987
C -1.53 -0.94 8.68 0.766
C -2.19 -0.87 10.05 -1.494
N -0.09 -1.29 8.79 -0.710
H -0.39 2.08 6.63 0.382
H -2.07 2.16 6.13 0.345
H -0.90 1.56 5.02 0.280
H -1.15 1.15 8.47 0.415
H -2.78 0.61 8.00 0.316
H -2.07 -1.70 8.14 0.121
H -2.07 0.00 10.66 0.329
H -1.90 -1.73 10.64 0.401
H -3.24 -1.01 9.91 0.409
H -0.08 -2.15 9.31 0.257
H 0.23 -1.38 7.82 0.217
C -5.94 1.83 0.13 -0.530
O -6.27 1.86 -1.24 -0.438
C -5.18 1.99 -2.04 -0.203
C -5.64 1.82 -3.44 0.397
C -4.53 1.58 -4.43 -0.885
N -6.56 2.99 -3.84 -0.798
H -6.81 2.00 0.76 0.329
H -5.16 2.50 0.42 0.312
H -5.60 0.74 0.35 0.075
H -4.74 3.01 -1.85 0.118
H -4.42 1.25 -1.82 0.119
H -6.28 0.98 -3.31 0.320
H -4.98 1.21 -5.32 0.470
H -3.85 0.81 -4.07 0.132
H -3.98 2.54 -4.66 -0.086
H -7.16 3.16 -3.05 0.359
H -6.00 3.82 -3.85 0.247
C -0.56 2.55 -5.79 -0.649
O -1.06 3.83 -5.66 -0.502
C -1.22 4.20 -4.36 -0.004
C -2.08 5.43 -4.16 0.377
C -2.08 5.70 -2.65 -1.160
N -3.43 5.29 -4.56 -0.468
H 0.33 2.38 -5.17 0.363
H -0.29 2.30 -6.78 0.397
H -1.29 1.87 -5.35 0.154
H -1.68 3.36 -3.83 -0.310
H -0.23 4.37 -3.90 0.393
H -1.55 6.30 -4.56 0.236
H -1.11 6.14 -2.38 0.417
H -2.13 4.73 -2.11 -0.034
H -2.98 6.30 -2.36 0.349
H -3.55 5.20 -5.55 0.219
H -3.90 6.14 -4.45 0.230
C -1.03 -4.29 1.28 -0.374
O -0.50 -3.90 0.07 -0.167
C -1.05 -4.61 -1.06 -0.235
C -0.24 -5.89 -1.32 0.698
C 1.22 -5.65 -1.35 -1.306
N -0.65 -6.49 -2.54 -0.631
H -1.77 -3.50 1.65 -0.244
H -0.22 -4.30 2.02 0.323
H -1.45 -5.29 1.34 0.417
H -2.12 -4.70 -1.01 0.269
H -0.86 -3.91 -1.92 -0.205
H -0.44 -6.66 -0.56 0.231
H 1.51 -5.13 -2.27 0.320
H 1.78 -6.61 -1.31 0.312
H 1.46 -4.98 -0.50 0.286
H -1.59 -6.83 -2.57 0.224
H -0.38 -6.03 -3.41 0.209
C -4.88 -2.33 -0.01 -0.331
O -4.90 -1.87 1.31 -0.472
C -3.64 -1.43 1.72 0.447
C -3.65 -1.45 3.21 0.561
C -3.91 -2.83 3.81 -1.571
N -4.65 -0.49 3.69 -0.601
H -5.88 -2.78 -0.19 0.328
H -4.10 -3.21 -0.25 0.034
H -4.70 -1.52 -0.74 0.097
H -2.85 -2.00 1.29 -0.746
H -3.51 -0.42 1.33 0.306
H -2.68 -1.13 3.55 0.266
H -3.98 -2.67 4.86 0.469
H -3.12 -3.53 3.64 0.365
H -4.82 -3.32 3.48 0.268
H -5.64 -0.79 3.55 0.235
H -4.49 -0.26 4.63 0.234
C 4.04 2.18 4.78 -0.716
O 4.13 0.78 5.05 -0.374
C 2.81 0.23 4.97 -0.438
C 2.64 -0.94 5.93 0.447
C 3.75 -2.05 5.83 -1.519
N 1.37 -1.52 5.79 -0.432
H 3.35 2.81 5.40 0.269
H 3.62 2.32 3.81 0.311
H 5.02 2.66 4.94 0.274
H 2.09 0.96 5.43 0.104
H 2.47 0.05 3.98 0.394
H 2.73 -0.51 6.88 0.299
H 3.54 -2.67 6.70 0.394
H 4.73 -1.66 5.96 0.384
H 3.61 -2.58 4.88 0.319
H 1.34 -2.15 5.00 0.205
H 0.47 -1.02 5.73 0.080
C 6.72 -0.14 -0.51 -0.852
O 6.32 0.40 -1.75 -0.237
C 7.07 1.45 -2.25 -0.716
C 8.38 1.05 -3.02 0.435
C 8.99 2.28 -3.60 -1.546
N 7.95 0.09 -4.05 -0.600
H 5.92 -0.79 -0.22 0.272
H 6.84 0.71 0.22 0.346
H 7.66 -0.76 -0.46 0.261
H 6.48 1.92 -3.07 0.227
H 7.26 2.14 -1.41 0.506
H 9.17 0.61 -2.39 0.258
H 9.06 3.06 -2.80 0.346
H 8.53 2.64 -4.54 0.355
H 10.05 2.08 -3.76 0.410
H 7.76 -0.78 -3.57 0.214
H 8.71 -0.03 -4.73 0.210
C -1.15 2.04 -0.93 -0.429
O -0.21 1.25 -0.29 -0.435
C -0.17 -0.14 -0.72 -0.406
C 1.27 -0.51 -1.09 0.438
C 2.27 -0.07 0.00 -1.340
N 1.62 0.19 -2.38 -0.366
H -1.07 1.79 -2.01 0.262
H -0.92 3.11 -0.79 0.242
H -2.19 1.89 -0.64 0.166
H -0.59 -0.68 0.12 0.369
H -0.84 -0.36 -1.56 0.244
H 1.35 -1.57 -1.32 0.245
H 2.22 1.02 0.19 0.247
H 3.35 -0.21 -0.38 -0.044
H 2.18 -0.62 0.88 0.524
H 0.94 -0.17 -3.09 0.008
H 1.39 1.20 -2.20 0.224
N 5.30 0.57 -5.58 -0.381
C 4.14 0.18 -4.99 0.477
N 4.24 -0.24 -3.74 -0.242
O 3.11 0.06 -5.73 -0.688
H 5.31 0.43 -6.57 0.266
H 6.20 0.38 -5.14 0.180
H 5.17 -0.13 -3.32 0.249
H 3.45 -0.10 -3.12 0.407
N 0.27 -1.20 -5.89 -0.301
C -0.85 -1.21 -5.04 0.431
N -2.07 -1.38 -5.58 -0.389
O -0.66 -1.02 -3.82 -0.515
H 0.24 -1.25 -6.90 0.156
H 1.17 -1.16 -5.45 0.132
H -2.24 -1.63 -6.53 0.167
H -2.79 -1.37 -4.92 0.233
```

Properties
Energy relative to the best compared isomer or geometry (same formula, charge and spin) ... 217.4 kJ/mol
Calculated total energy ... -75167.218 eV
SMILES ... COC[C@H](C)N.COC[C@H](C)N.COC[C@H](C)N.COC[C@H](C)N.COC[C@H](C)N.COC[C@H](C)N.COC[C@H](C)N.COC[C@H](C)N.NC(N)=O.NC(N)=O

---

The lowest energy relative to the best compared isomer or geometry (same formula, charge and spin) belongs to which entry?
C19H19FN4O4

---

Number 2 is which compound?
C5H8NO

---

Repeat the first record exactly.
Formula: C19H19FN4O4
Source: OMol25
Level of theory: the ωB97M-V functional and the def2-TZVPD basis

The geometry in XYZ format:
```
47
Properties=species:S:1:pos:R:3:mulliken_charge:R:1
O -1.87 3.94 0.97 -0.693
C -1.29 3.12 0.28 0.974
C -1.96 2.53 -0.96 -1.186
N -2.03 1.09 -0.94 0.610
N -2.68 0.56 0.11 -1.078
C -2.82 -0.70 0.21 0.029
N -2.34 -1.58 -0.72 0.086
C -1.67 -1.08 -1.84 0.750
C -1.29 -2.12 -2.65 -1.275
C -1.74 -3.32 -2.02 1.018
C -1.65 -4.67 -2.37 -0.738
C -2.22 -5.57 -1.50 0.263
F -2.15 -6.89 -1.80 -0.333
C -2.86 -5.21 -0.32 -0.626
C -2.96 -3.88 0.04 -0.795
C -2.39 -2.94 -0.82 0.277
C -1.48 0.35 -1.98 0.435
O -0.88 0.89 -2.90 -0.704
N -0.03 2.71 0.56 0.198
C 0.75 1.79 -0.23 -0.451
C 2.24 1.99 0.04 -1.583
C 2.57 1.65 1.51 1.730
C 1.43 2.11 2.43 -1.173
C 0.59 3.20 1.78 -0.939
O 3.78 2.24 1.91 -0.557
C 4.82 1.35 1.57 -0.484
C 4.13 -0.03 1.51 -0.442
O 2.75 0.25 1.67 -0.504
H -1.43 2.82 -1.87 0.419
H -2.97 2.94 -0.98 0.339
H -3.34 -1.09 1.07 0.351
H -0.76 -2.04 -3.57 0.538
H -1.16 -4.99 -3.27 0.466
H -3.28 -5.98 0.30 0.441
H -3.46 -3.59 0.95 0.326
H 0.50 0.75 0.03 0.024
H 0.55 1.94 -1.29 0.709
H 2.52 3.03 -0.15 0.368
H 2.81 1.35 -0.62 0.424
H 0.81 1.24 2.65 0.339
H 1.86 2.47 3.36 0.444
H -0.21 3.52 2.45 0.523
H 1.22 4.07 1.56 0.269
H 5.25 1.61 0.59 0.263
H 5.59 1.41 2.34 0.343
H 4.43 -0.69 2.33 0.325
H 4.31 -0.54 0.55 0.280
```

Properties
Energy relative to the best compared isomer or geometry (same formula, charge and spin) ... 0.0 kJ/mol
Calculated total energy ... -36879.262 eV
SMILES ... O=C(Cn1ncn2c(cc3cc(F)ccc32)c1=O)N1CCC2(CC1)OCCO2

---

Which value of energy relative to the best compared isomer or geometry (same formula, charge and spin) does entry 3 give?
162.0 kJ/mol